Entry 1:
16
Properties=species:S:1:pos:R:3 method="wB97M-V/def2-TZVPD" lumo_energy_ev=1.112 smiles=CC.CC e_homo_ev=-11.40 homo_lumo_gap_ev=12.512
C 0.5843 1.4769 1.0788
C -0.4240 2.6466 1.5135
C 0.6392 -2.3128 -1.2135
C -0.8537 -1.8729 -1.3861
H -0.1044 3.5332 0.9731
H -1.4144 -2.6487 -0.8814
H -1.2801 -0.9087 -1.0949
H -0.2936 2.9616 2.5437
H -1.4368 2.2689 1.3723
H 0.6827 1.6237 -0.0106
H 1.1622 -1.3744 -1.4681
H 0.3449 0.5902 1.6434
H -1.1246 -2.0851 -2.4187
H 0.8963 -2.5558 -0.1748
H 1.5996 1.7700 1.3409
H 1.0224 -3.1127 -1.8177

Entry 2:
61
Properties=species:S:1:pos:R:3 method="wB97M-V/def2-TZVPD" lumo_energy_ev="-11.292 / -11.202" spin_multiplicity=2 e_homo_ev="-16.77 / -16.77" total_charge=+3 homo_lumo_gap_ev="5.481 / 5.572"
Ce 0.8680 0.7976 -2.4073
Se -2.4738 0.0419 -1.6663
P -0.3836 2.5724 -0.0668
P -0.4524 -0.7507 1.6538
P 2.4868 0.1568 -0.2683
O 0.6812 -2.5086 -1.2109
C -0.6890 4.1092 -1.0253
C 2.9377 0.4375 1.4684
C -4.2940 2.2548 -5.2741
C -3.5622 1.0921 -5.5418
C -4.8074 2.4909 -3.9906
C -2.1656 -1.2955 2.0415
C 0.7454 -1.4238 -1.6435
C -3.1294 0.2726 -4.4870
C 3.7076 -1.1612 -0.6253
C -1.9954 2.6238 0.8650
C -0.1417 0.2213 3.2038
C 3.2577 1.6254 -1.1009
C 0.4271 -2.3146 2.0753
C -0.2179 1.8066 -5.9370
C -3.4770 0.6811 -3.2000
C -4.4329 1.6689 -2.9431
C 0.2946 1.5721 -4.6894
C 0.5969 3.3630 1.2923
H 3.0495 2.5434 -0.5311
H -4.7984 1.8450 -1.9360
H -1.9177 2.1469 1.8496
H -2.8664 -0.4745 1.8596
H 3.5492 -1.9952 0.0759
H -2.6066 1.4135 -1.0860
H -2.8080 2.1181 0.3290
H -1.3368 3.8978 -1.8860
H -4.4851 2.9704 -6.0790
H -0.4963 -0.3423 4.0845
H 3.0713 1.8364 -2.1927
H -2.4978 -0.6221 -4.6430
H 0.9999 2.2992 -4.2182
H 3.6439 -1.5389 -1.6555
H -0.6884 1.1778 3.1651
H 1.6629 3.3966 1.0312
H -0.1000 0.5341 -4.3738
H -2.3051 3.6751 0.9725
H 2.4837 1.3508 1.8705
H 4.0313 0.5477 1.4950
H -2.2567 -1.6068 3.0872
H -0.9124 1.0460 -6.3329
H -3.2497 0.8304 -6.5466
H 1.5041 -2.2442 1.8580
H -2.4365 -2.1267 1.3818
H 0.2682 4.5292 -1.3647
H 4.7008 -0.7188 -0.4523
H 0.3062 -2.5783 3.1400
H -5.4918 3.3094 -3.8096
H 0.2258 4.3941 1.4187
H 0.9312 0.4403 3.3271
H 4.3245 1.3884 -1.0607
H 0.4602 2.8199 2.2400
H -1.1898 4.8338 -0.3597
H 2.6727 -0.4262 2.0932
H 0.0017 2.6794 -6.5687
H 0.0107 -3.1333 1.4705

Entry 3:
79
Properties=species:S:1:pos:R:3 method="wB97M-V/def2-TZVPD" lumo_energy_ev=0.860 e_homo_ev=-2.24 total_charge=-1 homo_lumo_gap_ev=3.105
Zr 1.9341 -2.1112 -1.5541
F 2.0662 4.1342 2.9153
F -4.0196 4.1191 2.8130
C -2.2295 -1.9605 -1.7607
C -1.6169 -0.2269 -0.1647
C -3.3947 0.0737 2.2550
C -2.1558 -0.5650 -1.4320
C -2.9756 -2.4069 -2.8370
C 2.6980 -2.8099 0.5991
C 0.7947 -1.9020 -3.7216
C -4.8290 1.8884 2.9146
C 2.1546 -1.4600 -3.8551
C -3.6057 -1.4698 -3.6820
C 0.8234 -3.3004 -3.4013
C 1.4138 -4.3464 -0.5607
C 1.2348 0.1178 3.2224
C 2.4869 1.0507 -1.3861
C 0.4909 2.3685 2.7359
C -2.5633 2.3625 2.1287
C 2.1968 -3.7087 -3.3032
C 1.0217 3.3876 -1.9298
C 2.8290 1.9487 3.3457
C -6.1069 2.3998 3.4553
C 2.5018 0.5901 3.5168
C -3.3532 -0.0921 -3.5174
C -0.9885 0.3916 2.1706
C 3.0348 -2.5658 -3.5548
C 4.2183 2.4716 3.5097
C -2.5704 0.3646 -2.4523
C 0.5262 -3.4735 0.1261
C 0.9724 2.8060 -0.6552
C -2.2878 0.9707 2.1895
C 0.2136 0.9768 2.6912
C 1.8308 2.8136 -2.9184
C 2.7656 -3.9254 -0.3037
C 1.7801 2.7956 3.0051
C -4.6275 0.5230 2.6577
C 1.3146 -2.5112 0.8222
C 1.6750 1.6381 -0.3877
C -3.7905 2.7756 2.6110
C 2.5709 1.6703 -2.6510
C 3.2120 -0.2032 -1.0907
H 1.6176 1.1530 0.5934
H -3.0899 -3.4836 -2.9943
H 0.9974 -0.9361 3.4067
H -0.0508 -3.9413 -3.3262
H -1.4048 -1.1254 0.4451
H -0.5498 -3.6193 0.2350
H -1.8439 3.0906 1.7408
H 3.2749 -0.1135 3.8452
H 0.9324 -1.7645 1.5146
H 2.4571 -0.4926 -4.2369
H -0.2631 3.1190 2.5868
H -5.9604 2.8850 4.4265
H 4.5397 3.0847 2.6544
H 4.0769 -0.3689 -1.7567
H 0.3680 3.2646 0.1260
H 4.3147 3.0989 4.4071
H -0.1007 -1.3214 -3.9570
H -5.4675 -0.1666 2.7633
H -0.9989 -0.6961 2.2812
H 3.5437 -2.3420 1.0978
H -6.5875 3.1203 2.7843
H -3.7837 0.6226 -4.2310
H 0.4491 4.2908 -2.1361
H 1.1122 -5.2365 -1.1094
H -2.2070 1.4030 -2.4028
H 4.9341 1.6457 3.6098
H 3.2243 1.2312 -3.4116
H -4.2882 -1.8199 -4.4568
H 4.1220 -2.5674 -3.6276
H -1.6162 -2.6566 -1.1701
H -3.2336 -0.9716 1.9779
H -6.7789 1.5542 3.6038
H -0.9697 0.6526 -0.1189
H 3.6718 -4.4279 -0.6249
H 1.8662 3.2506 -3.9146
H 3.4903 -0.2911 -0.0260
H 2.5557 -4.7242 -3.1642

Entry 4:
14
Properties=species:S:1:pos:R:3 method="wB97M-V/def2-TZVPD" lumo_energy_ev=0.794 smiles="CNC(=O)NC" e_homo_ev=-8.87 homo_lumo_gap_ev=9.661
O -1.3757 0.0308 -0.8055
N 0.4298 1.1349 0.0831
N 0.5612 -1.0755 -0.3079
C -0.3319 2.3220 0.3584
C -0.0045 -2.4469 -0.1473
C -0.2237 0.0318 -0.3944
H -0.9292 2.2354 1.2772
H 0.5050 -2.9013 0.7325
H 1.2446 0.9440 0.6447
H 0.2616 -2.3759 -1.2305
H 1.5644 -1.0360 -0.3111
H -1.0664 -2.3743 0.1253
H 0.3547 3.1637 0.4442
H -1.0142 2.4802 -0.4762

Entry 5:
100
Properties=species:S:1:pos:R:3 method="wB97M-V/def2-TZVPD" lumo_energy_ev="-0.883 / -1.304" spin_multiplicity=2 e_homo_ev="-8.05 / -8.14" homo_lumo_gap_ev="7.164 / 6.837"
Ru -0.1918 0.0319 0.5363
Ge 3.1947 -0.8303 1.4574
Cl -1.1768 -2.0654 3.6488
Cl -2.6745 0.7734 3.2467
Cl 0.4114 0.6832 4.2625
S 0.2803 -2.3053 0.6085
S -3.0340 2.1006 -1.1401
S 0.9649 0.5311 -1.6150
S -0.4157 3.2783 1.1026
Si -0.8518 -0.1595 2.8465
O 0.9746 3.6801 1.2910
N -1.2245 -2.2104 -1.5309
N -1.3665 0.0376 -2.5810
N -1.9823 -2.6595 -2.5328
N -0.7272 1.8614 0.7705
N -2.6283 -0.4458 -0.3652
N -3.0027 -1.6308 0.2431
N -2.4453 0.0428 -3.3706
C 3.7532 -1.7476 -0.1812
C -0.3545 -4.3655 -1.0801
C -1.9580 -3.9252 -2.8290
C -2.8640 -5.8422 -4.2016
C -3.4184 0.7082 -0.3538
C -4.5257 -3.0440 1.4405
C -3.6049 0.7668 -5.3645
C -3.4495 -4.0937 1.1703
C -2.4717 -3.5910 -5.2286
C -0.0404 1.2716 -4.1026
C 1.2635 1.9155 -4.4432
C -0.1970 0.6164 -2.8474
C -4.6336 0.6226 0.4442
C -3.9917 2.2482 -5.4726
C -1.1065 -4.8172 -2.1242
C -1.1401 1.2994 -4.9003
C -4.9695 -0.5496 1.0089
C -2.8965 -4.3346 -3.9574
C -3.3145 0.1985 -6.7586
C 1.7494 0.4538 1.1520
C -0.4604 -2.9811 -0.7558
C -5.4715 1.8451 0.6219
C -4.7655 -2.9187 2.9494
C 2.8315 -2.0979 2.9012
C -4.7561 -0.0082 -4.7298
C -2.3567 0.6730 -4.5023
C 4.6906 0.2932 2.0418
C -4.1167 -1.6956 0.8737
C -4.3198 -3.9173 -3.5692
C 0.5307 -5.2546 -0.2683
C -5.8283 -3.4659 0.7425
B -1.4365 -0.7031 -1.2420
H -4.3587 -2.8557 -3.3265
H 3.8894 -1.0267 -0.9880
H -6.1431 -4.4433 1.1112
H -2.4944 -2.5135 -5.0584
H 2.7366 -1.5561 3.8431
H -4.6604 -4.4812 -2.6967
H -5.8734 -0.6260 1.5981
H -5.0511 -3.8918 3.3521
H -5.7777 2.2512 -0.3427
H 0.2091 -5.2534 0.7749
H -1.8877 -6.1783 -4.5560
H 5.5829 -0.3099 2.2139
H -5.6859 -3.5339 -0.3379
H -3.1515 -3.8312 -6.0480
H -5.5712 -2.2188 3.1760
H -4.5078 -1.0645 -4.6231
H 1.6351 0.9872 2.0938
H -5.0045 -4.1188 -4.3943
H -3.5966 -6.0970 -4.9677
H -4.2027 0.2896 -7.3852
H -4.9099 2.3482 -6.0530
H 1.2318 2.3601 -5.4357
H 2.1482 1.2075 0.4653
H -6.6383 -2.7605 0.9344
H -3.8663 -2.5808 3.4621
H 4.7029 -2.2559 -0.0068
H -2.5026 0.7297 -7.2576
H 2.0711 1.1828 -4.4030
H -3.0462 -0.8577 -6.7009
H 1.5573 -4.8848 -0.2778
H -4.8854 2.6220 1.1158
H 4.9223 1.0462 1.2886
H -1.0956 1.8117 -5.8533
H -3.7772 -5.0540 1.5716
H -1.0656 -5.8621 -2.3977
H 1.9228 -2.6785 2.7481
H -4.1616 2.6733 -4.4821
H -6.3497 1.6173 1.2223
H -3.2746 -4.2074 0.0962
H -2.5052 -3.8178 1.6412
H 3.0142 -2.4817 -0.4978
H -1.4602 -3.8711 -5.5298
H -3.1203 -6.4019 -3.3003
H 4.4356 0.8059 2.9693
H -3.2180 2.8359 -5.9691
H -5.6397 0.0796 -5.3635
H 3.6719 -2.7885 2.9853
H -4.9918 0.3810 -3.7394
H 1.5032 2.6875 -3.7101
H 0.5117 -6.2730 -0.6500

Entry 6:
31
Properties=species:S:1:pos:R:3 method="wB97M-V/def2-TZVPD" lumo_energy_ev=0.317 smiles=C[C@@H](O)CNCN.O.O.O.O e_homo_ev=-8.39 homo_lumo_gap_ev=8.704
O -3.1083 2.0387 -0.1969
O 3.0588 -0.2510 -1.5423
O -0.3508 2.9167 -0.3261
O -3.0502 -0.5762 1.3968
O 0.1951 0.3222 3.0692
N -1.6073 -2.2567 -0.8732
N 0.7748 -2.0434 -1.2872
C 2.2452 1.1063 0.2993
C 1.8652 0.1401 -0.7868
C 1.2845 -1.1894 -0.2435
C -0.5984 -1.6990 -1.7279
H -1.8519 -1.6810 -0.0854
H -0.6827 -2.1556 -2.7053
H -0.7163 -0.6164 -1.7205
H -3.5277 0.0383 1.9613
H 1.3413 1.3909 0.8455
H -3.2382 1.3737 -0.8760
H 0.5869 -1.0379 0.5785
H 2.5954 2.0926 -0.0070
H -2.9237 -1.3392 1.9708
H 1.4189 -2.0699 -2.0533
H -1.5158 -3.2351 -0.6845
H 0.5207 1.2170 2.9833
H 2.1820 -1.6705 0.1600
H 0.8472 -0.3721 3.0753
H 0.0590 3.4945 0.3223
H 1.2586 0.5710 -1.5690
H -2.6370 1.6455 0.5388
H -1.1968 3.3067 -0.5257
H 2.9543 0.6618 0.9796
H 3.8173 -0.1223 -0.9704

Entry 7:
14
Properties=species:S:1:pos:R:3 method="wB97M-V/def2-TZVPD" lumo_energy_ev=0.843 smiles="C[C@H]1C=CNC1=O" e_homo_ev=-8.47 homo_lumo_gap_ev=9.312
O -0.1775 -2.3306 -0.2040
N 1.6310 -0.7867 -0.1332
C 0.5291 1.1084 0.3319
C 1.7497 0.5555 0.2047
C -1.9343 0.2320 0.1568
C -0.4402 0.0961 -0.1156
C 0.2717 -1.2062 -0.1166
H -2.1911 1.1728 0.6709
H -2.3149 -0.5905 0.7746
H -0.0378 -0.2405 -1.2622
H 2.3879 -1.3932 -0.3943
H 0.2932 2.1200 0.6422
H -2.4844 0.2242 -0.7839
H 2.7176 1.0387 0.2286

Entry 8:
143
Properties=species:S:1:pos:R:3 method="wB97M-V/def2-TZVPD" lumo_energy_ev=0.401 e_homo_ev=-8.29 homo_lumo_gap_ev=8.688
Br 5.1693 -0.8937 0.1897
Br 3.6381 -3.8072 0.0823
P 3.3734 0.4484 -2.0224
O -2.6500 -1.9149 0.7785
O -3.1491 4.5200 3.4798
O 0.8943 -4.9202 2.5080
O -7.1899 -3.1443 3.0168
O -5.0178 1.0063 3.2050
O -10.6588 5.3167 -2.7777
O -5.9617 2.4801 -4.8640
O -8.6832 4.2020 -6.0574
O 5.2621 3.2434 -2.1947
O 7.9509 -6.1079 3.3484
O 12.0000 -5.0674 1.4625
O 14.3966 -6.1829 2.4362
O 5.4146 -2.4060 3.3365
O -1.3880 -2.0027 -5.1041
O -6.1021 1.5730 7.6076
C 12.0893 -3.6767 1.7125
C 14.9118 -7.5013 2.4077
C 0.5967 -0.0335 -2.7914
C -3.0983 -0.5405 1.1236
C -2.9164 3.1767 -0.2112
C -2.5581 2.1278 1.0089
C 9.3391 -6.0920 3.6262
C -7.2379 2.4168 7.6580
C 2.7249 -2.2260 -0.8280
C 1.7788 -1.5452 0.3250
C 2.1498 -0.3300 -3.3159
C -0.4115 -2.9933 -4.8399
C 6.3910 -3.3965 3.6007
C -3.6003 1.8811 -2.5597
C -2.0872 0.6375 0.5136
C -1.7609 4.5360 3.7577
C -8.4929 5.4340 -5.3863
C 6.0189 3.3907 -0.9414
C 3.9352 -1.2731 -1.3887
C -5.7526 1.3288 4.3715
C -4.1080 2.6742 -1.2181
C -2.3915 2.6335 -3.3889
C 5.8595 4.8688 -0.2281
C -11.8960 5.7910 -3.2765
C 2.8989 2.2344 -2.6024
C -3.7339 -2.6696 0.1014
C -6.4282 -4.3378 3.0157
C 3.8353 3.4086 -1.8721
C -5.8280 1.6468 -6.0007
C -0.8776 2.1702 -2.9644
C -0.2486 0.9435 -3.8512
C 1.4327 -4.1685 3.5802
H 0.5785 -2.6076 -5.0952
H -7.6851 2.3681 8.6540
H -4.6485 -2.7416 0.8443
H -1.3313 5.4619 3.3684
H 3.0032 0.8590 -0.6924
H -6.5386 1.9605 -6.7693
H -4.5339 1.8598 -3.3038
H 2.3655 0.2307 -4.3206
H -4.0510 -2.1468 -0.9086
H 9.4959 -6.1378 4.7068
H -12.0706 5.3779 -4.2731
H -3.3502 0.7292 -2.3700
H 0.7776 -2.1926 0.3674
H 1.3578 -4.6392 1.7008
H 7.3810 -3.0109 3.3453
H -7.9049 -3.2622 3.6651
H -7.9657 2.0775 6.9173
H -0.1893 3.1384 -3.0822
H 2.3662 -1.4735 -3.4930
H 5.4627 -2.2033 2.3867
H -11.8599 6.8812 -3.3377
H -5.4745 1.8983 8.2751
H 2.2925 -1.5394 1.3988
H -6.9407 3.4433 7.4301
H -5.6132 -4.2384 2.2950
H -1.3398 -1.8000 -6.0538
H 1.4513 -0.4415 0.1154
H 0.9316 -4.4610 4.5059
H -7.5846 5.9154 -5.7569
H 6.9302 5.3117 -0.0585
H 5.3347 4.7243 0.8257
H -6.5023 2.0872 4.1329
H -7.9066 3.6493 -5.8659
H -3.3792 -3.7634 -0.2026
H -6.0121 -4.5065 4.0120
H -9.3512 6.0812 -5.5814
H -4.9051 2.0517 -0.6166
H -1.0059 0.3474 0.9243
H 3.4351 4.4456 -2.3072
H 0.7358 0.4858 -1.7255
H 3.5756 3.3461 -0.7302
H 0.5588 1.4334 -4.5789
H -2.5546 3.8127 -3.3952
H -2.5312 2.3070 -4.5286
H -5.0671 1.7220 5.1258
H 4.7462 0.6968 -2.4424
H 1.2669 -3.1037 3.3993
H -4.6767 3.6602 -1.5766
H 6.3634 -3.6481 4.6634
H 12.6061 -3.5190 2.6621
H -1.9283 3.5385 -0.7721
H 7.5975 -6.9405 3.7052
H -7.0656 -5.1776 2.7283
H 7.1667 3.2688 -1.2299
H 15.3922 -7.6850 1.4436
H 0.0081 -1.0465 -2.5625
H -1.0854 0.3584 -4.4380
H 13.7460 -6.1146 1.7169
H -1.2815 3.6822 3.2727
H -3.0753 -0.4828 2.3032
H 1.7951 2.4516 -2.2157
H 2.5028 -4.3719 3.6677
H -3.3291 4.1608 0.3242
H 12.6534 -3.1966 0.9091
H 5.7701 2.5528 -0.1504
H -3.4099 2.0125 1.8045
H -4.1971 -0.4305 0.7301
H 5.2585 5.6126 -0.9167
H 15.6487 -7.6121 3.2065
H -1.6276 2.5917 1.5948
H 11.5372 -5.1762 0.6143
H -8.4108 5.2555 -4.3113
H -6.2386 0.4294 4.7574
H -6.8734 2.3794 -4.5414
H 4.5809 -1.8236 -2.2262
H 9.7687 -5.1661 3.2369
H -0.6293 -3.8872 -5.4295
H -6.0167 0.6085 -5.7167
H -0.8940 1.9300 -1.8182
H 9.8185 -6.9458 3.1412
H 6.1732 -4.2905 3.0111
H -12.7010 5.4927 -2.6005
H -10.7208 4.3473 -2.7345
H 14.0987 -8.2146 2.5634
H -1.6041 4.4902 4.8382
H 11.0847 -3.2510 1.7718
H -3.5025 3.6874 3.8367
H -2.0375 0.4898 -0.6464
H 2.9605 2.2566 -3.7707
H -4.8110 1.7367 -6.3895
H 2.0941 -2.7227 -1.7092
H -5.6520 0.6602 2.5543
H -0.4392 -3.2448 -3.7771

Entry 9:
13
Properties=species:S:1:pos:R:3 method="wB97M-V/def2-TZVPD" lumo_energy_ev=0.992 smiles=N#CCC1CC1 e_homo_ev=-10.83 homo_lumo_gap_ev=11.822
N 2.0164 -0.9993 1.7597
C -0.1365 0.6044 -0.0303
C -1.3463 0.0905 -0.7503
C 1.8456 -0.4135 0.7773
C -0.9889 -0.4444 0.6138
C 1.3126 0.2947 -0.3915
H -1.2106 -0.6218 -1.5596
H 1.8743 1.2152 -0.5844
H -2.1571 0.7939 -0.9186
H -1.5063 -0.1833 1.5321
H -0.2591 1.5911 0.4074
H 1.4107 -0.3354 -1.2829
H -0.6002 -1.4612 0.6212

Entry 10:
12
Properties=species:S:1:pos:R:3 method="wB97M-V/def2-TZVPD" lumo_energy_ev="-2.607 / -2.624" e_homo_ev="-9.12 / -9.11" homo_lumo_gap_ev="6.516 / 6.486"
O 1.4295 -0.9063 -0.6971
O 0.2921 3.0679 -0.0325
C 0.5418 -0.5676 0.1497
C 0.1116 0.7631 0.4426
C 0.6504 1.9301 -0.2739
C -0.8974 -1.3419 -0.1681
H -0.5949 -2.3847 -0.2488
H -1.6410 -1.1952 0.6168
H -1.2520 -0.9750 -1.1302
H -0.6475 0.9423 1.2018
H 0.6062 -1.0311 1.1872
H 1.4012 1.6984 -1.0475